C2H2N2O | the ωB97M-V functional and the def2-TZVPD basis

Element x y z (Å)
O 1.5271 -0.3974 -1.0464
C 1.0279 0.3283 -0.2092
C -0.1553 0.0101 0.5627
N -1.0233 -0.8126 0.0024
N -2.0048 -1.2090 -0.3697
H 1.4098 1.3483 -0.0110
H -0.7814 0.7324 1.0711

Kohn-Sham gap, eV: 9.30
F_max, eV/Å: 2.112
Relative energy (zero: lowest compared OMol25 entry of this formula, charge and spin), eV: 2.222
LUMO, eV: -0.2